[1]
Formula: C26H35N3O14
Source: the Open Molecules 2025 dataset
Level of theory: wB97M-V/def2-TZVPD

Computed properties:
**Structure (SMILES)**: CCNc1ccc2c(c1N)C(=O)NC2=O.C[C@@H]1COC(=O)O1.C[C@@H]1COC(=O)O1.C[C@@H]1COC(=O)O1.C[C@@H]1COC(=O)O1
**HOMO**: -8.566 eV
**Gap between HOMO and LUMO**: 8.27 eV

```
! RIJCOSX wB97M-V def2-TZVPD def2/J DEFGRID3
* xyz 0 1
C -0.429 -0.163 1.505
C -1.223 0.906 0.757
N -2.148 1.662 1.604
C -3.536 1.529 1.369
C -4.267 2.715 1.212
C -5.634 2.747 0.959
C -6.275 1.527 0.878
C -5.574 0.333 1.031
C -4.204 0.293 1.278
N -3.533 -0.925 1.483
C -6.524 -0.781 0.867
O -6.285 -1.956 0.748
N -7.870 -0.240 0.775
C -7.697 1.204 0.619
O -8.583 1.938 0.288
H -1.114 -0.638 2.214
H -0.059 -0.940 0.836
H 0.380 0.301 2.056
H -1.784 0.460 -0.072
H -0.514 1.606 0.306
H -1.913 1.576 2.584
H -3.715 3.643 1.287
H -6.173 3.673 0.815
H -4.200 -1.688 1.424
H -2.842 -1.099 0.761
H -8.303 -0.389 1.686
C 5.185 2.538 2.508
C 3.859 3.188 2.851
C 3.415 3.080 4.295
O 1.987 3.152 4.182
C 1.655 2.664 2.966
O 0.551 2.386 2.619
O 2.749 2.531 2.192
H 5.529 1.882 3.309
H 5.092 1.938 1.605
H 5.950 3.296 2.344
H 3.843 4.231 2.526
H 3.777 3.881 4.934
H 3.680 2.111 4.724
C -5.350 -3.338 -2.795
C -5.087 -1.857 -2.608
C -5.886 -0.914 -3.482
O -5.017 0.223 -3.572
C -3.745 -0.220 -3.432
O -2.772 0.426 -3.651
O -3.741 -1.502 -3.003
H -5.930 -3.533 -3.698
H -4.409 -3.880 -2.871
H -5.908 -3.735 -1.948
H -5.192 -1.581 -1.557
H -6.844 -0.621 -3.062
H -6.030 -1.320 -4.486
C 1.172 0.332 -2.698
C 2.152 0.894 -1.686
C 3.624 0.744 -2.015
O 4.222 0.719 -0.709
C 3.299 0.218 0.151
O 3.536 -0.124 1.265
O 2.091 0.169 -0.436
H 1.669 -0.309 -3.427
H 0.410 -0.258 -2.193
H 0.674 1.132 -3.242
H 1.919 1.936 -1.456
H 4.038 1.561 -2.599
H 3.836 -0.208 -2.508
C 6.210 -1.875 0.390
C 6.423 -3.045 -0.548
C 7.672 -3.871 -0.331
O 7.932 -4.384 -1.643
C 7.428 -3.498 -2.537
O 7.647 -3.512 -3.703
O 6.642 -2.595 -1.906
H 7.106 -1.653 0.971
H 5.941 -0.980 -0.166
H 5.408 -2.083 1.095
H 5.542 -3.691 -0.569
H 7.548 -4.690 0.372
H 8.517 -3.248 -0.030
*
```

Mulliken population analysis, charges in e, atoms 1 to 5: atom 1 (C): -1.143, atom 2 (C): -0.393, atom 3 (N): -0.035, atom 4 (C): 0.289, atom 5 (C): -0.174


[2]
Formula: C24H26N3OS
Source: the Open Molecules 2025 dataset
Level of theory: wB97M-V/def2-TZVPD

Computed properties:
**HOMO**: -8.903 eV
**Gap between HOMO and LUMO**: 4.72 eV
**ΔE to the lowest compared entry with this formula, charge and spin**: 0.0 kJ/mol

```
! RIJCOSX wB97M-V def2-TZVPD def2/J DEFGRID3
* xyz 1 1
C 2.577 1.051 4.224
S 2.606 0.516 2.466
C 4.128 -0.481 2.345
C 1.432 -0.740 2.492
C 0.060 -0.456 2.727
C -0.837 -1.467 3.188
C -2.174 -1.176 3.391
C -2.659 0.127 3.203
C -4.042 0.422 3.449
N -5.172 0.650 3.653
C -1.788 1.132 2.748
C -0.461 0.845 2.474
H 1.666 1.645 4.361
H 2.571 0.171 4.876
H 3.463 1.670 4.409
H 4.207 -0.772 1.291
H 4.974 0.155 2.630
H 4.060 -1.358 2.999
H 1.841 -1.726 2.732
H -0.450 -2.470 3.381
H -2.864 -1.961 3.713
H -2.170 2.146 2.611
H 0.185 1.619 2.045
C -0.675 0.277 -2.991
N 0.439 1.185 -3.205
C 0.348 2.287 -4.045
C 1.525 2.946 -3.968
N 2.333 2.244 -3.083
C 3.688 2.631 -2.752
C 1.667 1.155 -2.633
C 2.100 0.277 -1.535
C 1.674 -1.126 -1.601
C 1.363 -1.773 -0.452
C 0.666 -3.040 -0.422
C 0.262 -3.612 0.807
C -0.620 -4.686 0.844
C -1.039 -5.285 -0.354
C -0.565 -4.803 -1.581
C 0.284 -3.695 -1.623
O 2.781 0.744 -0.597
H -0.405 -0.529 -2.304
H -1.533 0.824 -2.572
H -0.983 -0.163 -3.951
H -0.542 2.505 -4.608
H 1.851 3.852 -4.447
H 4.122 1.897 -2.071
H 4.288 2.693 -3.669
H 3.692 3.614 -2.267
H 1.662 -1.575 -2.602
H 1.591 -1.300 0.507
H 0.648 -3.163 1.725
H -0.976 -5.054 1.807
H -1.730 -6.128 -0.324
H -0.862 -5.291 -2.512
H 0.650 -3.318 -2.581
*
```

Mulliken population analysis, charges in e, atoms 1 to 5: atom 1 (C): -1.074, atom 2 (S): 0.514, atom 3 (C): -1.076, atom 4 (C): -1.408, atom 5 (C): 1.129


[3]
Formula: C4H11N2S
Source: the Open Molecules 2025 dataset
Level of theory: wB97M-V/def2-TZVPD

Computed properties:
**Structure (SMILES)**: C[C@H](C[S-])NCN
**HOMO**: -2.534 eV
**Gap between HOMO and LUMO**: 6.32 eV
**ΔE to the lowest compared entry with this formula, charge and spin**: 209.9 kJ/mol

```
! RIJCOSX wB97M-V def2-TZVPD def2/J DEFGRID3
* xyz -1 1
C -0.793 -1.168 -1.258
C -0.388 -0.526 0.037
C -0.776 0.894 0.241
S -2.566 1.018 0.352
N 1.126 -0.886 0.184
C 2.159 0.235 0.321
N 3.461 -0.375 -0.203
H -0.944 -2.243 -1.205
H -1.903 -0.842 -1.316
H -0.379 -0.703 -2.254
H -0.814 -1.008 0.895
H -0.174 1.244 1.181
H -0.232 1.424 -0.575
H 1.273 -1.648 0.908
H 1.948 0.638 1.328
H 1.894 0.987 -0.467
H 3.062 -1.195 -0.632
H 3.997 -0.723 0.583
*
```

Mulliken population analysis, charges in e, atoms 1 to 5: atom 1 (C): -0.971, atom 2 (C): -0.033, atom 3 (C): -0.712, atom 4 (S): -0.557, atom 5 (N): -0.341


[4]
Formula: C4H5NO
Source: the Open Molecules 2025 dataset
Level of theory: wB97M-V/def2-TZVPD

Computed properties:
**Structure (SMILES)**: C#CCON=C
**HOMO**: -9.657 eV
**Gap between HOMO and LUMO**: 10.77 eV
**ΔE to the lowest compared entry with this formula, charge and spin**: 452.3 kJ/mol

```
! RIJCOSX wB97M-V def2-TZVPD def2/J DEFGRID3
* xyz 0 1
C -2.781 -0.592 -0.116
C -1.749 -0.025 0.028
C -0.627 0.875 0.001
O 0.455 0.140 0.542
N 1.569 0.273 -0.270
C 2.481 -0.539 -0.020
H -3.741 -1.091 -0.016
H -0.416 1.095 -1.007
H -0.903 1.653 0.707
H 3.512 -0.420 -0.422
H 2.199 -1.369 0.575
*
```

Mulliken population analysis, charges in e, atoms 1 to 5: atom 1 (C): 0.174, atom 2 (C): -0.554, atom 3 (C): -0.319, atom 4 (O): -0.110, atom 5 (N): -0.459


[5]
Formula: C3H11NO3S2
Source: the Open Molecules 2025 dataset
Level of theory: wB97M-V/def2-TZVPD

Computed properties:
**Structure (SMILES)**: N[C@H](C=O)CSS.O.O
**HOMO**: -8.780 eV
**Gap between HOMO and LUMO**: 8.89 eV
**ΔE to the lowest compared entry with this formula, charge and spin**: 192.4 kJ/mol

```
! RIJCOSX wB97M-V def2-TZVPD def2/J DEFGRID3
* xyz 0 1
N -1.160 1.167 0.338
C -1.396 -0.298 0.490
C -0.572 -0.758 1.652
O 0.555 -0.321 1.766
C -0.848 -0.892 -0.981
S -1.150 -2.619 -1.074
S 0.581 -3.492 -0.329
H -0.902 1.683 1.174
H -2.060 1.523 0.044
H -2.434 -0.608 0.389
H -0.874 -1.594 2.279
H 0.189 -0.516 -1.007
H -1.389 -0.296 -1.721
H 0.811 -2.859 0.797
O 2.407 1.695 0.743
H 1.901 2.322 1.274
H 1.836 0.925 0.600
O 1.205 1.436 -2.358
H 1.182 1.836 -1.476
H 2.117 1.667 -2.601
*
```

Mulliken population analysis, charges in e, atoms 1 to 5: atom 1 (N): -0.536, atom 2 (C): 0.353, atom 3 (C): -0.548, atom 4 (O): -0.449, atom 5 (C): -0.841


[6]
Formula: C5H8N2
Source: the Open Molecules 2025 dataset
Level of theory: wB97M-V/def2-TZVPD

Computed properties:
**Structure (SMILES)**: C[C@@]1(CC#N)CN1
**HOMO**: -9.833 eV
**Gap between HOMO and LUMO**: 10.60 eV
**ΔE to the lowest compared entry with this formula, charge and spin**: 139.8 kJ/mol

```
! RIJCOSX wB97M-V def2-TZVPD def2/J DEFGRID3
* xyz 0 1
C -1.267 1.115 -0.456
C -0.225 0.066 -0.048
C 1.186 0.306 -0.629
C 2.293 -0.476 -0.061
N 3.172 -1.071 0.404
C -0.399 -0.621 1.264
N -0.465 -1.358 0.015
H -1.003 2.115 -0.080
H -1.361 1.208 -1.543
H -2.267 0.898 -0.057
H 1.508 1.353 -0.597
H 1.094 0.025 -1.686
H -1.353 -0.456 1.766
H 0.454 -0.836 1.908
H -1.389 -1.678 -0.238
*
```

Mulliken population analysis, charges in e, atoms 1 to 5: atom 1 (C): -1.414, atom 2 (C): 0.971, atom 3 (C): -0.470, atom 4 (C): 0.199, atom 5 (N): -0.430


[7]
Formula: C3H8OS2
Source: the Open Molecules 2025 dataset
Level of theory: wB97M-V/def2-TZVPD

Computed properties:
**Structure (SMILES)**: C=C(C)O.SS
**HOMO**: -9.230 eV
**Gap between HOMO and LUMO**: 9.60 eV
**ΔE to the lowest compared entry with this formula, charge and spin**: 69.4 kJ/mol

```
! RIJCOSX wB97M-V def2-TZVPD def2/J DEFGRID3
* xyz 0 1
C 0.489 -2.355 -1.064
C -0.298 -1.431 -1.619
C 0.084 -0.594 -2.801
O -1.572 -1.183 -1.149
H 1.475 -2.543 -1.462
H 0.148 -2.942 -0.223
H 1.083 -0.901 -3.120
H -0.568 -0.733 -3.663
H 0.121 0.461 -2.530
H -1.523 -0.933 -0.219
S 0.523 1.838 2.442
S 0.079 0.852 0.682
H -0.272 1.137 3.268
H 1.160 0.044 0.675
*
```

Mulliken population analysis, charges in e, atoms 1 to 5: atom 1 (C): -0.854, atom 2 (C): 0.474, atom 3 (C): -0.835, atom 4 (O): -0.465, atom 5 (H): 0.262


[8]
Formula: ClH6NSi2
Source: the Open Molecules 2025 dataset
Level of theory: wB97M-V/def2-TZVPD

Computed properties:
**HOMO (spin up / spin down)**: -7.186 / -9.946 eV
**Gap between HOMO and LUMO (spin up / spin down)**: 7.83 / 7.04 eV
**ΔE to the lowest compared entry with this formula, charge and spin**: 0.0 kJ/mol

```
! RIJCOSX wB97M-V def2-TZVPD def2/J DEFGRID3
* xyz 0 3
N 1.182 0.361 1.085
Si -0.126 1.069 0.169
Si -0.250 -2.298 -1.260
Cl -2.147 -2.694 -0.467
H 1.776 1.017 1.567
H 1.827 -0.280 0.719
H 0.063 1.853 -1.176
H -1.031 -0.070 0.242
H -0.593 2.012 1.178
H -0.699 -0.970 -2.057
*
```

Mulliken population analysis, charges in e, atoms 1 to 5: atom 1 (N): -0.467, atom 2 (Si): 0.405, atom 3 (Si): 0.159, atom 4 (Cl): -0.191, atom 5 (H): 0.221


Copy entry 4 word for word.
Formula: C4H5NO
Source: the Open Molecules 2025 dataset
Level of theory: wB97M-V/def2-TZVPD

Computed properties:
**Structure (SMILES)**: C#CCON=C
**HOMO**: -9.657 eV
**Gap between HOMO and LUMO**: 10.77 eV
**ΔE to the lowest compared entry with this formula, charge and spin**: 452.3 kJ/mol

```
! RIJCOSX wB97M-V def2-TZVPD def2/J DEFGRID3
* xyz 0 1
C -2.781 -0.592 -0.116
C -1.749 -0.025 0.028
C -0.627 0.875 0.001
O 0.455 0.140 0.542
N 1.569 0.273 -0.270
C 2.481 -0.539 -0.020
H -3.741 -1.091 -0.016
H -0.416 1.095 -1.007
H -0.903 1.653 0.707
H 3.512 -0.420 -0.422
H 2.199 -1.369 0.575
*
```

Mulliken population analysis, charges in e, atoms 1 to 5: atom 1 (C): 0.174, atom 2 (C): -0.554, atom 3 (C): -0.319, atom 4 (O): -0.110, atom 5 (N): -0.459